No. 1
33
Properties=species:S:1:pos:R:3 method="wB97M-V/def2-TZVPD" e_tot_ha=-1254.19119 relative_energy_kcal_mol=48.9 e_lumo_ev=0.38
N -1.2380 -1.1102 -1.5010
C -0.7026 -0.2069 -2.3547
N -0.0612 0.8617 -2.0663
O 0.2257 1.1210 -0.7063
C 1.0521 0.2947 -0.0722
O 1.5224 -0.7151 -0.5265
C 1.2716 0.7902 1.3403
S -0.0927 0.0713 2.3334
C 0.4598 0.2932 4.0031
C 1.4693 1.1713 4.3666
C 1.8253 1.2859 5.6999
C 1.1767 0.5425 6.6696
C 0.1593 -0.3244 6.3027
C -0.1985 -0.4532 4.9754
C -0.9437 -0.4126 -3.7982
C -2.0882 -1.0561 -4.2613
C -2.2424 -1.2192 -5.6296
N -1.3609 -0.7996 -6.5189
C -0.2784 -0.1813 -6.0779
C -0.0186 0.0400 -4.7352
H -1.5032 -2.0139 -1.8518
H -1.0083 -1.0670 -0.5213
H 1.2114 1.8764 1.3799
H 2.2152 0.4057 1.7228
H 1.9794 1.7711 3.6296
H 2.6153 1.9681 5.9771
H 1.4607 0.6389 7.7064
H -0.3544 -0.9071 7.0525
H -0.9862 -1.1283 4.6775
H -2.8539 -1.3992 -3.5823
H -3.1169 -1.7116 -6.0344
H 0.4128 0.1494 -6.8417
H 0.8723 0.5462 -4.4041



No. 2
33
Properties=species:S:1:pos:R:3 method="wB97M-V/def2-TZVPD" e_tot_ha=-931.32190 smiles="CCOC(=O)c1cccnc1NC(=O)c1ccncc1" relative_energy_kcal_mol=0.0 e_lumo_ev=0.17
C -2.0570 -2.4615 -1.9653
C -2.4996 -1.0614 -2.3624
O -2.5343 -0.2130 -1.2134
C -1.4917 0.5864 -1.0119
O -0.5867 0.7647 -1.7900
C -1.6414 1.3583 0.2561
C -2.8565 1.9392 0.5961
C -2.9245 2.7945 1.6847
C -1.7549 3.0630 2.3772
N -0.6001 2.4866 2.0957
C -0.5432 1.6330 1.0832
N 0.6951 1.0275 0.9064
C 0.9006 -0.2617 0.5023
O 0.0096 -1.0265 0.2031
C 2.3396 -0.6548 0.4489
C 3.2747 -0.2689 1.4052
C 4.5799 -0.7154 1.2617
N 4.9848 -1.4791 0.2628
C 4.0947 -1.8492 -0.6414
C 2.7609 -1.4759 -0.5930
H -2.7839 -2.9102 -1.2933
H -1.9552 -3.0824 -2.8509
H -1.1025 -2.4027 -1.4487
H -1.8097 -0.6300 -3.0952
H -3.5160 -1.0631 -2.7651
H -3.7274 1.7346 -0.0079
H -3.8541 3.2598 1.9700
H -1.7322 3.7623 3.2021
H 1.4658 1.5339 1.3211
H 2.9992 0.3335 2.2585
H 5.3409 -0.4476 1.9829
H 4.4707 -2.4777 -1.4375
H 2.0543 -1.7961 -1.3418



No. 3
37
Properties=species:S:1:pos:R:3 method="wB97M-V/def2-TZVPD" multiplicity=5 e_tot_ha=-1247.20057 s2=6.0267 e_lumo_ev="-1.43 / -1.67"
C -0.8731 0.8143 -4.4438
C 0.4845 0.5264 -4.1284
C 0.7939 1.2112 -2.8872
C -0.3593 1.9219 -2.4806
C -1.4441 1.6475 -3.4008
Os -0.4206 -0.5113 -2.5379
N -2.4003 0.2096 -2.4027
C 0.7438 -2.0845 -2.9463
C 1.4971 -1.3112 -2.0063
H 1.7724 1.2815 -2.4365
H 1.1610 -0.0790 -4.7079
H -0.4268 2.5602 -1.6187
H -2.3508 2.2465 -3.4715
H -1.3949 0.4922 -5.3355
H 2.3383 -0.6768 -2.3840
H 0.2039 -2.9514 -2.5612
H -2.9483 0.1803 -1.5132
H 1.7134 -1.7567 -1.0302
H 1.0784 -2.1632 -3.9903
O -1.4938 1.1420 0.0593
C -0.7069 0.2271 0.3484
O -0.1553 -0.6262 -0.4799
C -0.3058 0.0106 1.7784
C 1.0020 -0.3569 2.1280
C 1.3575 -0.4293 3.4987
C 0.4100 -0.2570 4.5037
C -0.9085 0.0262 4.1249
C -1.2688 0.1935 2.7724
N -1.9191 0.1928 5.1303
O -1.6187 0.1249 6.3359
O -3.0849 0.3999 4.7374
N 2.7406 -0.5636 3.8629
O 3.6185 -0.6754 2.9806
O 3.0082 -0.5462 5.0815
H 1.7502 -0.5613 1.3742
H 0.6992 -0.3190 5.5501
H -2.2928 0.4602 2.4964



No. 4
37
Properties=species:S:1:pos:R:3 method="wB97M-V/def2-TZVPD" multiplicity=5 e_tot_ha=-1284.43116 s2=6.0320 e_lumo_ev="-1.16 / -2.22"
C 2.0539 -0.7552 -1.1625
C 0.8933 -0.5942 -1.9956
C -0.1918 -1.2991 -1.3828
C 0.3018 -1.9017 -0.1743
C 1.6909 -1.5881 -0.0523
Pd 0.2818 0.3707 0.0429
N 2.1857 -0.9789 3.0472
C 0.1666 2.2106 -0.2327
C -0.6864 2.2250 -1.3518
H -1.2155 -1.3316 -1.7369
H 0.8196 0.0759 -2.8515
H -0.2833 -2.4570 0.5496
H 2.3365 -1.8828 0.7812
H 3.0316 -0.2925 -1.3269
H -0.2347 2.1772 -2.3395
H -0.2490 2.5702 0.7304
H 1.4465 -0.2893 2.7458
H -1.7518 2.3574 -1.1897
H 1.1875 2.5789 -0.4147
O -0.8623 -0.4953 2.2684
C -1.9718 -0.1454 1.7636
O -2.1437 0.3923 0.6228
C -3.2394 -0.4587 2.5724
C -4.4491 -0.6686 1.8980
C -5.6420 -0.9031 2.6147
C -5.6566 -0.8962 4.0123
C -4.4491 -0.6836 4.6873
C -3.2354 -0.4984 3.9756
N -4.4556 -0.6175 6.1334
O -5.5524 -0.7623 6.7188
O -3.3768 -0.4208 6.7308
N -6.8658 -1.1736 1.8995
O -6.8343 -1.2156 0.6530
O -7.9090 -1.3657 2.5604
H -4.4794 -0.6180 0.8136
H -6.5764 -1.0714 4.5597
H -2.3104 -0.3475 4.5293



No. 5
31
Properties=species:S:1:pos:R:3 method="wB97M-V/def2-TZVPD" e_tot_ha=-821.77184 smiles="COC(=O)Cn1cccc1C(=O)c1ccccc1" relative_energy_kcal_mol=1.5 e_lumo_ev=0.28
C -0.4285 0.0117 -4.1747
O 0.2703 -0.0254 -2.9381
C 1.3817 0.7024 -2.8651
O 1.8410 1.3430 -3.7706
C 2.0057 0.6299 -1.4740
N 1.5656 -0.5136 -0.7295
C 2.0306 -1.7634 -0.9202
C 1.3421 -2.6332 -0.1041
C 0.4190 -1.8725 0.6121
C 0.5685 -0.5464 0.2169
C -0.1755 0.6195 0.6498
O -0.1205 1.7090 0.0935
C -1.0526 0.4210 1.8381
C -0.5904 -0.2053 2.9918
C -1.4205 -0.3304 4.0911
C -2.7153 0.1606 4.0472
C -3.1747 0.7989 2.9069
C -2.3431 0.9405 1.8117
H -0.8517 1.0047 -4.3366
H -1.2180 -0.7314 -4.0992
H 0.2474 -0.2231 -4.9993
H 1.6959 1.5414 -0.9499
H 3.0939 0.6283 -1.5843
H 2.8234 -1.9599 -1.6164
H 1.4910 -3.6925 -0.0379
H -0.2953 -2.2404 1.3214
H 0.4252 -0.5703 3.0349
H -1.0556 -0.8115 4.9868
H -3.3623 0.0540 4.9055
H -4.1799 1.1925 2.8747
H -2.6835 1.4467 0.9206



No. 6
39
Properties=species:S:1:pos:R:3 method="wB97M-V/def2-TZVPD" multiplicity=6 e_tot_ha=-14685.81077 total_charge=-1 s2=8.7946 relative_energy_kcal_mol=0.0 e_lumo_ev="2.07 / 2.05"
Fe 0.7893 3.2867 0.4038
C -3.1178 -0.8742 -0.0502
C -3.0328 0.6168 0.1382
C -4.1361 1.4566 0.1386
C -3.9687 2.8130 0.3249
C -2.6710 3.2958 0.4977
Br -2.4590 5.1430 0.8478
N -1.6148 2.5276 0.4798
C -1.7973 1.2215 0.3214
H -4.1532 -1.2145 -0.0212
H -2.5648 -1.4044 0.7268
H -2.6944 -1.1728 -1.0117
H -5.1334 1.0473 0.0090
H -4.8053 3.4954 0.3536
H -0.8963 0.6213 0.3405
Se 2.5505 2.4605 1.9017
Se 3.9308 6.2665 -0.5832
Te 1.6943 5.8141 0.2463
Se 0.4683 4.6177 -1.6358
C 1.3072 -1.6220 -2.8223
N 1.4595 -1.4450 -1.3910
C 1.4438 -0.2533 -0.7301
Se 1.1419 1.4536 -1.4671
N 1.6485 -0.5291 0.5641
C 1.8296 -1.8944 0.7562
C 2.0970 -2.6572 1.8807
C 2.2495 -4.0247 1.6956
C 2.1427 -4.6094 0.4260
C 1.8731 -3.8393 -0.6957
C 1.7173 -2.4787 -0.4980
H 1.0072 -0.6660 -3.2431
H 0.5413 -2.3711 -3.0222
H 2.2503 -1.9349 -3.2710
H 1.6902 0.2685 1.2587
H 2.1837 -2.2017 2.8585
H 2.4646 -4.6531 2.5498
H 2.2835 -5.6767 0.3147
H 1.7951 -4.2837 -1.6800
Te 0.4862 3.4003 3.0882



No. 7
35
Properties=species:S:1:pos:R:3 method="wB97M-V/def2-TZVPD" e_tot_ha=-4192.31160 e_lumo_ev=-0.25
O 2.0112 0.9044 -2.5142
C 1.5437 0.9246 -1.5320
N 2.1556 0.8634 -0.3692
H 1.4955 0.6808 0.4798
C 3.4320 0.2641 -0.3960
C 3.5420 -1.0961 0.1105
C 3.4594 -2.1800 -0.6463
C 3.6926 -3.2855 -0.3053
C 3.8250 -3.1705 1.0644
S 3.8702 -1.6060 1.6757
H 3.9687 -3.7755 1.8989
H 3.6096 -4.1481 -0.8106
H 3.4275 -2.1050 -1.9835
H 3.8752 0.7684 -1.1758
H 3.8500 1.0409 0.4097
C -0.1909 1.1602 -1.3051
C -0.4480 2.1819 -0.4568
H -1.3759 2.8570 -0.7881
H 0.4504 3.1340 -0.4040
S -1.0222 1.7886 1.2542
O -1.3851 2.8701 1.8555
O -0.1069 0.9297 1.7976
C -2.4885 0.9019 0.8732
C -3.7273 1.5148 0.7503
C -4.8225 0.9196 0.0796
C -4.6803 -0.6149 0.3024
C -3.5717 -1.5041 0.5605
C -2.3943 -0.4319 0.7870
H -1.5766 -1.1224 1.1512
H -3.5309 -2.4371 0.6313
Br -6.3337 -1.5132 -0.0920
H -5.7859 1.2307 0.0096
H -3.6418 2.5826 0.6342
H -0.4897 1.2626 -2.4687
H -0.6367 0.2097 -1.0780



Please write out number 7 again, unchanged.
35
Properties=species:S:1:pos:R:3 method="wB97M-V/def2-TZVPD" e_tot_ha=-4192.31160 e_lumo_ev=-0.25
O 2.0112 0.9044 -2.5142
C 1.5437 0.9246 -1.5320
N 2.1556 0.8634 -0.3692
H 1.4955 0.6808 0.4798
C 3.4320 0.2641 -0.3960
C 3.5420 -1.0961 0.1105
C 3.4594 -2.1800 -0.6463
C 3.6926 -3.2855 -0.3053
C 3.8250 -3.1705 1.0644
S 3.8702 -1.6060 1.6757
H 3.9687 -3.7755 1.8989
H 3.6096 -4.1481 -0.8106
H 3.4275 -2.1050 -1.9835
H 3.8752 0.7684 -1.1758
H 3.8500 1.0409 0.4097
C -0.1909 1.1602 -1.3051
C -0.4480 2.1819 -0.4568
H -1.3759 2.8570 -0.7881
H 0.4504 3.1340 -0.4040
S -1.0222 1.7886 1.2542
O -1.3851 2.8701 1.8555
O -0.1069 0.9297 1.7976
C -2.4885 0.9019 0.8732
C -3.7273 1.5148 0.7503
C -4.8225 0.9196 0.0796
C -4.6803 -0.6149 0.3024
C -3.5717 -1.5041 0.5605
C -2.3943 -0.4319 0.7870
H -1.5766 -1.1224 1.1512
H -3.5309 -2.4371 0.6313
Br -6.3337 -1.5132 -0.0920
H -5.7859 1.2307 0.0096
H -3.6418 2.5826 0.6342
H -0.4897 1.2626 -2.4687
H -0.6367 0.2097 -1.0780